P) The following is a quantum chemistry calculation of a 2-piece molecular cluster, C2H4N2S3 overall, from the Open Molecules 2025 dataset.

Computed properties:
- Kohn-Sham gap: 0.3167 hartree
- Highest occupied orbital energy: -8.76 eV
- SMILES string: N=C1SS1.C=NS

Geometry as XYZ:
```
11
C2H4N2S3 (ωB97M-V/def2-TZVPD)
N 2.08386 0.71427 0.55097
C 1.97373 0.10049 -0.54978
S 1.03400 -1.09226 -1.50238
S 2.45477 0.19397 -2.17814
H 1.58846 0.24559 1.31372
C -1.79961 0.36595 -0.46247
N -1.50562 0.30936 0.76503
S -0.96888 -1.18303 1.41903
H -1.90909 -0.43243 -1.22457
H -1.88942 1.35179 -0.80213
H -1.06220 -0.57370 2.67074
```

Löwdin population analysis, charges in e, atoms 1 to 5: number 1, N, carries 0.074; number 2, C, carries -1.140; number 3, S, carries 0.462; number 4, S, carries 0.561; number 5, H, carries 0.026

---

Q) The following is a quantum chemistry calculation of C2H4N2S3 as an isolated structure, from the Open Molecules 2025 dataset.

Computed properties:
- Kohn-Sham gap: 0.3041 hartree
- Highest occupied orbital energy: -8.41 eV

Geometry as XYZ:
```
11
C2H4N2S3 (ωB97M-V/def2-TZVPD)
C 0.12097 0.84991 0.47880
C 0.14403 -1.49156 -0.50752
N 1.35341 0.25350 0.53315
N -0.84608 0.02338 0.11897
S 0.02679 2.42597 0.94733
S 1.27525 -1.51378 0.83409
S -2.37010 0.47538 -0.48698
H -0.49020 -2.37889 -0.71516
H 0.65277 -1.09590 -1.42057
H 2.09136 0.75240 0.89513
H -1.95819 1.69958 -0.67725
```

Löwdin population analysis, charges in e, atoms 1 to 5: number 1, C, carries -1.125; number 2, C, carries -0.338; number 3, N, carries -0.300; number 4, N, carries -0.493; number 5, S, carries 0.613

---

Most stable = Q)

---

P) The following is a quantum chemistry calculation of the molecule H4NOPS2, from the Open Molecules 2025 dataset.

Computed properties:
- Kohn-Sham gap: 0.3496 hartree
- Highest occupied orbital energy: -9.15 eV
- SMILES string: N[P@@](O)(=S)S

Geometry as XYZ:
```
9
H4NOPS2 (ωB97M-V/def2-TZVPD)
N -0.64516 0.20825 1.21336
P 0.41379 0.24043 -0.09819
O -0.37649 0.68448 -1.41780
S 2.02272 1.35554 0.32440
S 0.77325 -1.85886 -0.51126
H -1.52593 -0.48489 1.18762
H -0.34833 0.41468 2.15982
H 0.16539 1.55947 -1.78181
H -0.47924 -2.11909 -1.07616
```

Löwdin population analysis, charges in e, atoms 1 to 5: number 1, N, carries -0.209; number 2, P, carries -0.134; number 3, O, carries -0.355; number 4, S, carries 0.139; number 5, S, carries 0.400

---

Q) The following is a quantum chemistry calculation of a 2-piece molecular cluster, H4NOPS2 overall, from the Open Molecules 2025 dataset.

Computed properties:
- Kohn-Sham gap: 0.3343 hartree
- Highest occupied orbital energy: -9.42 eV

Geometry as XYZ:
```
9
H4NOPS2 (ωB97M-V/def2-TZVPD)
N 0.35678 -0.78783 -1.32802
O 0.95667 1.32978 1.55750
P -1.19851 -0.88468 -0.64521
S -1.20536 -2.00725 0.95754
S -2.46932 0.14405 -1.67475
H 0.53894 -0.07841 -2.10740
H 1.16209 -1.09880 -0.76256
H 0.64754 1.05565 2.37765
H 1.21117 2.32750 1.62525
```

Löwdin population analysis, charges in e, atoms 1 to 5: number 1, N, carries -0.241; number 2, O, carries -0.087; number 3, P, carries -0.199; number 4, S, carries 0.151; number 5, S, carries 0.170

---

R) The following is a quantum chemistry calculation of a 2-piece molecular cluster, H4NOPS2 overall, from the Open Molecules 2025 dataset.

Computed properties:
- Kohn-Sham gap: 0.3272 hartree
- Highest occupied orbital energy: -8.78 eV

Geometry as XYZ:
```
9
H4NOPS2 (ωB97M-V/def2-TZVPD)
N 1.42529 0.15400 0.03308
O -0.32985 -0.41591 -1.58814
P -0.20709 -0.21427 -0.04052
S -0.83277 -1.99991 0.68395
S -1.10189 1.62000 0.22998
H 2.16507 -0.48445 -0.06852
H 1.75186 0.89245 0.69143
H -1.58030 -0.80058 -1.49249
H -1.29031 1.24865 1.55124
```

Löwdin population analysis, charges in e, atoms 1 to 5: number 1, N, carries -0.151; number 2, O, carries -0.435; number 3, P, carries -0.249; number 4, S, carries 0.126; number 5, S, carries 0.497

---

Most stable = P)

---

P) The following is a quantum chemistry calculation of a 2-piece molecular cluster, C8H12N4 overall, from the Open Molecules 2025 dataset.

Computed properties:
- Kohn-Sham gap (alpha / beta): 0.3143 / 0.2720 hartree
- Total charge: +2
- Highest occupied orbital energy (alpha / beta): -16.17 / -15.26 eV

Geometry as XYZ:
```
24
C8H12N4 (ωB97M-V/def2-TZVPD)
C 3.68894 0.52250 1.08147
C -4.48741 0.23688 0.60530
C 2.83753 -0.51974 0.85413
C -3.57952 -0.77894 0.49267
C 3.23986 0.54094 -1.00549
C -2.59957 1.19945 -0.03964
C 1.62980 -1.31641 -0.99918
C -1.30281 -0.83257 -0.24285
N 3.97477 1.14867 -0.09179
N -3.89931 1.45052 0.21832
N 2.57747 -0.46549 -0.43138
N -2.41462 -0.16310 0.07902
H 4.09074 0.79974 2.15652
H -5.52848 0.21635 0.89139
H 2.43074 -1.33521 1.46632
H -3.60259 -1.86183 0.78093
H 3.18213 0.82539 -2.12165
H -1.86540 1.83168 -0.43708
H 1.36366 -1.21300 -2.05205
H 1.87164 -2.34628 -0.58054
H -1.19694 -1.93833 -0.20076
H -0.46639 -0.22958 -0.48531
H 4.54091 1.96418 -0.26644
H -4.48517 2.26416 0.32808
```

Löwdin population analysis, charges in e, atoms 1 to 5: number 1, C, carries -0.022; number 2, C, carries 0.005; number 3, C, carries -0.041; number 4, C, carries 0.015; number 5, C, carries -0.029

---

Q) The following is a quantum chemistry calculation of an isolated ion of composition C8H12N4 and charge +2, from the Open Molecules 2025 dataset.

Computed properties:
- Kohn-Sham gap (alpha / beta): 0.2648 / 0.2647 hartree
- Total charge: +2
- Highest occupied orbital energy (alpha / beta): -17.26 / -17.26 eV
- SMILES string: CC1=N[NH+]=C[C@@]12[C@H]1NC=C[N@+]12C

Geometry as XYZ:
```
24
C8H12N4 (ωB97M-V/def2-TZVPD)
C 2.16133 1.13823 -0.76435
C 0.73547 0.93500 -1.15979
N 0.25988 1.65596 -2.18682
N -1.04854 1.35962 -2.35276
C -1.44980 0.37651 -1.55195
C -0.31925 -0.05050 -0.75855
C -0.18625 -1.36792 0.02668
N 1.15513 -1.80142 0.52654
C 1.48323 -0.98505 1.53034
C 0.44661 -0.07196 1.79748
N -0.62221 -0.32556 0.92009
C -2.07309 -0.25131 1.34938
H 2.20108 1.17219 0.37734
H 2.71584 0.43907 -1.36139
H 2.47368 2.18446 -1.09793
H -1.53276 1.89853 -3.06112
H -2.37005 -0.19251 -1.48934
H -0.94679 -2.14116 -0.16851
H 1.64791 -2.57744 -0.06084
H 2.44496 -1.08936 2.22115
H 0.26665 0.61010 2.53162
H -2.22336 -0.91314 2.29043
H -2.36608 0.71448 1.69571
H -2.85358 -0.71683 0.74658
```

Löwdin population analysis, charges in e, atoms 1 to 5: number 1, C, carries 0.007; number 2, C, carries -0.185; number 3, N, carries 0.150; number 4, N, carries 0.107; number 5, C, carries 0.072

---

Most stable = P)

---

P) The following is a quantum chemistry calculation of a 2-piece molecular cluster, C2H2INO overall, from the Open Molecules 2025 dataset.

Computed properties:
- Kohn-Sham gap: 0.3352 hartree
- Highest occupied orbital energy: -8.51 eV

Geometry as XYZ:
```
7
C2H2INO (ωB97M-V/def2-TZVPD)
C 1.07521 -0.36829 0.96495
C -1.04433 0.88837 -0.07341
N 1.52100 -0.89660 0.04382
O -1.83818 1.72250 -0.03388
I -0.91530 -0.40057 -1.98726
H 0.93404 -0.16206 1.97233
H 0.26756 -0.78336 -0.88655
```

Löwdin population analysis, charges in e, atoms 1 to 5: number 1, C, carries -0.079; number 2, C, carries -0.525; number 3, N, carries 0.043; number 4, O, carries -0.044; number 5, I, carries 0.813

---

Q) The following is a quantum chemistry calculation of C2H2INO as an isolated structure, from the Open Molecules 2025 dataset.

Computed properties:
- Kohn-Sham gap: 0.3508 hartree
- Highest occupied orbital energy: -10.14 eV

Geometry as XYZ:
```
7
C2H2INO (ωB97M-V/def2-TZVPD)
C -1.08285 -0.83566 -1.59668
C -0.10052 -0.39861 -0.65762
N -1.90934 -1.27465 -2.21528
O -0.67262 -0.62620 0.63679
I 1.48666 -1.93926 -1.03675
H 0.25974 0.58494 -1.04403
H 0.11045 -0.44310 1.29924
```

Löwdin population analysis, charges in e, atoms 1 to 5: number 1, C, carries -0.391; number 2, C, carries -0.704; number 3, N, carries 0.187; number 4, O, carries -0.121; number 5, I, carries 0.773

---

Most stable = Q)